The following is a DFT calculation (ωB97M-V/def2-TZVPD) of C14H13CrN4O4 as an isolated structure.

Structure (XYZ):
```
36
Properties=species:S:1:pos:R:3
Cr 0.4846 -0.1860 -0.0009
O -1.9357 -2.9398 0.3404
O 2.4362 3.3311 -0.6331
O -0.3722 -1.9424 -0.8720
O 0.4789 3.5792 1.4690
N 1.0632 1.6744 0.2587
N -0.4517 0.1752 1.8466
N 1.9481 -0.0698 -1.4857
N -3.9598 -1.8313 -0.7692
C 2.4919 1.1573 -1.5722
C -0.8190 1.9701 3.3805
C 0.4499 2.3945 1.2633
C 3.9399 0.4595 -3.3262
C 3.3869 -0.8093 -3.2300
C -1.5632 -2.1768 -0.6431
C -1.4294 1.0994 4.2676
C -2.7067 -1.6124 -1.4727
C -1.0299 -0.6652 2.7154
C -0.3266 1.4736 2.1878
C 3.4848 1.4608 -2.4832
C 1.9971 2.2120 -0.6037
C -1.5244 -0.2446 3.9335
C 2.3898 -1.0338 -2.3005
H -1.0908 -1.7025 2.4122
H 3.7195 -1.6168 -3.8659
H -4.2858 -1.0042 -0.2861
H -4.7004 -2.1522 -1.3768
H -0.6929 3.0230 3.5888
H 1.9186 -2.0023 -2.1970
H 3.8778 2.4672 -2.5019
H -1.8133 1.4582 5.2129
H -2.6991 -2.1661 -2.4139
H -1.9713 -0.9604 4.6081
H -2.4791 -0.5741 -1.7217
H 4.7194 0.6638 -4.0476
H -2.9354 -2.9094 0.3185
```

For the HOMO energy (spin up / spin down), the calculation gives -12.06 / -12.32 eV. The multiplicity is 5. For the HOMO-LUMO gap (spin up / spin down), the calculation gives 0.327 / 0.331 hartree. The net charge is +1. Its expectation value of S² is 6.015. The LUMO energy (spin up / spin down) is -3.2 / -3.3 eV.

The following is a DFT calculation (ωB97M-V/def2-TZVPD) of C18H23N3O3S2SiV as an isolated structure.

Structure (XYZ):
```
51
Properties=species:S:1:pos:R:3
V -0.8794 0.0728 -0.2635
S -0.8299 2.6891 -0.8173
S 3.0493 -1.2447 1.5472
Si -2.1847 -1.8113 -2.7273
O -0.8335 2.9932 -2.1978
O -1.4633 -1.0595 -1.2870
O 0.2682 1.6971 -0.3582
N -2.0843 1.6950 -0.4417
N 0.7426 -0.7691 0.6379
N -2.0144 0.3801 1.3573
C 1.9350 -0.2238 0.8243
C -1.1859 5.2808 -0.3515
C -3.9808 -1.4649 -2.5218
C 0.7185 -2.0764 1.0979
C -1.7038 -3.5799 -2.5613
C 1.8858 -2.4907 1.6349
C -1.1571 6.4033 0.4535
C -1.3897 -0.9104 -4.1230
C -0.6953 6.3393 1.7689
C -2.3049 -0.0664 2.5916
C -3.2819 2.3732 1.6835
C -0.6839 7.5656 2.6299
C -0.7409 4.0720 0.1874
C -0.2695 3.9728 1.4995
C -3.5813 1.9205 2.9580
C -3.0960 0.6932 3.4193
C -0.2502 5.1126 2.2752
C -2.4930 1.5520 0.9032
H -4.1754 -0.3918 -2.4778
H -3.6570 3.3079 1.2914
H -0.6185 -3.6939 -2.5325
H -3.3401 0.3364 4.4091
H -4.5265 -1.8632 -3.3808
H -1.4831 7.3526 0.0487
H 0.0892 7.5096 3.3937
H -1.5719 0.1647 -4.0584
H -2.0706 -4.1519 -3.4164
H 0.1325 5.0657 3.2867
H -0.1803 -2.6661 0.9972
H -0.3137 -1.0893 -4.1628
H -1.6458 7.6704 3.1372
H 0.1030 3.0344 1.8890
H 2.1206 -3.4547 2.0561
H -0.5287 8.4643 2.0361
H -1.5230 5.3339 -1.3778
H -4.2098 2.5210 3.6028
H -2.1336 -4.0259 -1.6624
H -4.3860 -1.9412 -1.6275
H -1.8980 -1.0243 2.8839
H 2.1730 0.7846 0.5255
H -1.8128 -1.2548 -5.0697
```

For the HOMO energy (spin up / spin down), the calculation gives -15.25 / -15.25 eV. The multiplicity is 2. For the HOMO-LUMO gap (spin up / spin down), the calculation gives 0.281 / 0.296 hartree. The net charge is +2. Its expectation value of S² is 0.761. The LUMO energy (spin up / spin down) is -7.6 / -7.2 eV.

The following is a DFT calculation (ωB97M-V/def2-TZVPD) of the molecule C34H50N4O3 at a distorted geometry.

Structure (XYZ):
```
91
Properties=species:S:1:pos:R:3
O -1.5312 5.7372 -0.0810
O -0.5520 -2.5461 6.0104
O -2.3316 -1.2733 5.9056
N 0.0370 -4.2437 -1.1573
N -0.4706 -3.0497 -0.8748
N -1.3742 -1.8696 5.3588
N 1.3180 -4.0273 -1.4586
C 0.8420 5.7230 -1.9424
C 1.3955 -6.1974 -2.6060
C 3.3333 -2.7545 -3.2319
C 0.1090 -0.5447 -0.7133
C -1.2101 -1.7277 3.9662
C 0.2635 0.2980 0.5017
C -0.1613 2.4873 -0.8285
C -1.9193 -3.0509 -0.5906
C -0.2909 1.8038 0.3922
C 0.4917 3.6732 -3.3050
C 1.6401 -2.7081 -1.3257
C -0.8629 2.5519 1.4564
C -1.5295 -0.1766 2.2014
C -3.2726 5.2806 2.2354
C 0.5090 -1.5063 2.3014
C -0.0138 -2.2126 3.3908
C 2.1237 -6.0195 -0.2568
C -1.3946 5.2463 -2.9306
C -2.4847 -4.2405 -1.3250
C -0.2346 -0.4302 1.7455
C -2.1530 -3.1970 0.8887
C 3.0372 -2.2658 -1.8011
C -1.8994 4.6572 2.5441
C -0.1543 4.6111 -2.2901
C -1.1445 4.5514 0.0799
C -2.0606 3.7948 3.7959
C -0.4975 3.8218 -1.0045
C -1.3049 3.8596 1.3563
C 0.4926 -2.0547 -0.8620
C -0.9626 5.8174 2.9238
C -2.0565 -0.8329 3.2893
C 3.1117 -0.7386 -1.8045
C 2.1207 -5.3313 -1.5972
C 4.1133 -2.8161 -0.8589
H -1.6381 -4.0682 1.3042
H 1.6180 -5.9073 -3.6362
H -3.6229 5.8306 3.1228
H 0.2499 1.9197 -1.6554
H -3.2168 -3.2829 1.1139
H 3.1252 -5.0702 -1.9359
H -1.0922 5.8011 -3.8250
H 1.4685 -1.8012 1.8674
H 1.7425 5.2986 -1.4838
H -2.1584 -5.1551 -0.8185
H -1.0380 2.0829 2.4283
H -0.9696 -0.5237 -0.9241
H 0.6392 -0.0476 -1.5348
H -0.8882 6.5325 2.0973
H -2.7876 2.9915 3.6315
H -0.2172 2.8931 -3.6103
H 1.3345 0.4802 0.7417
H 2.6084 -2.3662 -3.9507
H 0.3859 6.4339 -1.2491
H 5.1031 -2.5144 -1.2201
H 2.7349 -5.4935 0.4780
H -1.0999 3.3747 4.1149
H 1.3962 3.2139 -2.8877
H -1.8655 5.9406 -2.2307
H 4.0628 -0.3906 -2.2400
H 1.0924 -6.0961 0.0977
H 3.3311 -3.8426 -3.3186
H -2.1178 4.4766 -3.2245
H 0.3216 -6.1240 -2.4235
H 3.9801 -2.4377 0.1591
H 2.5202 -7.0327 -0.3708
H -3.1971 5.9800 1.3950
H 0.7914 4.2276 -4.2008
H -2.1493 -4.2911 -2.3599
H 4.3316 -2.4228 -3.5443
H 1.1346 6.2589 -2.8496
H -4.0041 4.4980 2.0048
H -1.3569 6.3408 3.8072
H -2.3164 -2.1003 -0.9588
H -1.7806 -2.3349 1.4198
H 0.5319 -3.0473 3.8447
H -3.5769 -4.2269 -1.3072
H -2.4399 4.4178 4.6184
H -3.0436 -0.6123 3.6650
H 2.2854 -0.3213 -2.3979
H 1.6872 -7.2485 -2.4851
H 4.1165 -3.9088 -0.8102
H -2.1666 0.4966 1.6571
H 3.0451 -0.3539 -0.7771
H 0.0347 5.4330 3.1641
```

For the HOMO energy, the calculation gives -5.38 eV. For the HOMO-LUMO gap, the calculation gives 0.157 hartree. The net charge is 0. The LUMO energy is -1.1 eV.

The following is a DFT calculation (ωB97M-V/def2-TZVPD) of a 2-piece molecular cluster, C4H14NS2 overall at a distorted geometry.

Structure (XYZ):
```
21
Properties=species:S:1:pos:R:3
S 0.7458 0.2087 1.1728
S -0.8691 0.9266 2.2946
N 0.1363 0.7072 -1.9858
C -1.3125 0.4064 -2.0725
C 0.4498 -2.0973 -0.1914
C 0.9294 0.2965 -3.1517
C 0.2396 -1.5074 1.2076
H -1.4227 -0.6594 -2.1944
H 1.9743 0.3629 -2.9260
H -0.3767 -1.9205 -0.9252
H -0.7740 -1.5770 1.5826
H 0.2752 1.6995 -1.7924
H 0.6709 -0.7550 -3.3467
H 0.8914 -1.9980 2.0107
H -1.6559 1.2536 1.2711
H 0.5734 -3.1704 -0.0512
H -1.7322 0.8959 -2.9852
H -1.8161 0.7466 -1.1752
H 1.3885 -1.7354 -0.6335
H 0.7053 0.9593 -4.0248
H 0.4797 0.1937 -1.1401
```

For the HOMO energy, the calculation gives -12.91 eV. For the HOMO-LUMO gap, the calculation gives 0.360 hartree. The net charge is +1. The LUMO energy is -3.1 eV.

Number 1: electronic energy -57298.0249 eV. Number 2: electronic energy -84876.5609 eV. Number 3: electronic energy -48166.5247 eV. Number 4: electronic energy -27528.8934 eV.